DFT (ωB97M-V/def2-TZVPD) results for 22 unconnected molecules or ions with the total composition C44H132O44.

Each line ends with the Mulliken charge.
Positions of all 220 atoms, in Å:
C (-26.98, 5.04, -3.47)  0.0124
H (-23.12, 3.49, -7.76)  0.2579
C (-30.19, 13.53, -8.65)  -0.5574
O (-24.14, 12.61, -0.29)  -0.5858
H (-28.06, 9.76, 1.68)  0.0987
O (-25.85, 8.75, -9.42)  0.0041
H (-22.51, 6.89, -1.02)  -0.0652
H (-30.77, 13.19, -9.53)  0.3377
H (-21.81, 8.71, 0.85)  0.1579
H (-24.88, 13.06, -0.73)  0.2310
H (-29.05, 11.37, -3.96)  -0.6774
C (-25.03, 3.77, -7.22)  -0.6781
H (-27.21, 7.62, -6.69)  -0.1088
H (-22.36, 13.53, -0.51)  0.5550
H (-23.82, 16.11, -9.18)  0.4814
C (-20.08, 9.52, 0.98)  -0.0630
H (-24.97, 13.32, -8.98)  -0.3776
H (-23.84, 3.90, -3.93)  -0.1991
H (-25.79, 6.64, -8.76)  0.1029
H (-24.23, 12.36, -6.05)  -0.7011
O (-26.09, 15.14, -2.45)  -0.8062
C (-28.89, 12.71, -8.46)  0.6067
H (-26.51, 14.77, 2.49)  0.3468
C (-19.41, 10.15, 2.14)  -0.8002
H (-24.32, 7.23, 0.59)  -0.5384
H (-22.33, 8.74, -4.04)  -1.0830
H (-32.30, 7.13, -2.60)  0.3001
H (-26.70, 14.55, -1.97)  0.3339
C (-27.44, 16.48, 1.71)  -0.5458
C (-21.55, 6.16, 0.68)  -0.4240
C (-31.42, 8.12, -1.20)  -0.5911
H (-24.41, 14.27, -3.52)  0.1342
H (-19.74, 11.67, -5.68)  0.4788
H (-31.24, 12.48, -4.54)  0.4342
O (-22.96, 15.65, -9.24)  -0.5336
C (-26.18, 10.10, -3.88)  -0.7951
H (-25.65, 7.61, 1.74)  0.4380
C (-24.32, 12.46, -8.82)  -0.3312
H (-26.79, 4.80, -7.73)  0.4254
C (-22.99, 12.89, -1.09)  0.0768
H (-21.61, 11.39, -0.21)  -0.3533
H (-29.18, 11.72, -8.09)  -0.0024
H (-19.85, 6.08, -0.72)  0.2863
H (-26.98, 17.15, 2.46)  0.3331
O (-19.81, 9.48, 3.35)  -0.5904
H (-30.71, 14.19, -6.94)  0.3078
H (-21.22, 3.93, -3.41)  0.3718
H (-24.11, 9.97, -4.66)  -0.6455
H (-22.48, 17.36, -8.23)  0.3397
C (-27.94, 6.15, -3.12)  0.7304
H (-20.01, 4.80, 0.54)  0.4533
H (-26.25, 10.63, -10.17)  -0.1492
H (-27.94, 3.57, -2.51)  0.3310
C (-22.50, 2.46, -3.07)  -0.7652
O (-24.01, 9.62, -11.47)  -0.5868
C (-23.66, 3.43, -2.96)  1.4869
O (-21.14, 4.67, -1.17)  -0.2480
H (-20.97, 12.97, -4.00)  0.5503
C (-26.26, 9.58, -10.51)  0.2776
H (-24.09, 11.95, -9.77)  0.7310
H (-20.49, 16.34, -7.03)  0.5089
H (-27.86, 6.42, -2.04)  0.2919
H (-24.30, 9.37, -3.01)  -0.4859
H (-21.65, 11.36, -4.01)  -0.7102
H (-27.79, 7.06, -3.68)  -0.5070
O (-26.65, 10.51, -5.18)  1.4563
H (-25.68, 8.37, -12.04)  0.3525
O (-24.94, 8.05, -4.40)  1.9383
H (-23.39, 4.20, -2.25)  -0.4712
H (-21.50, 3.90, -0.74)  0.2582
O (-30.42, 8.40, -7.08)  -0.6330
C (-21.55, 12.26, -4.63)  0.4351
O (-21.47, 9.55, 1.18)  -0.4145
C (-24.79, 11.50, -7.73)  2.5469
C (-25.52, 14.36, -3.55)  1.0943
H (-30.09, 11.08, 1.39)  0.2141
O (-28.48, 12.91, -2.70)  0.5100
H (-27.51, 15.72, -3.84)  0.3713
C (-20.55, 5.42, -0.20)  -1.0627
H (-27.35, 14.19, -10.37)  0.3349
H (-26.23, 10.96, -3.16)  -0.3909
O (-21.28, 3.02, -3.66)  -0.6515
H (-23.80, 10.99, -0.95)  0.0357
H (-31.20, 8.55, -6.52)  0.3428
H (-26.45, 8.94, -8.68)  -0.0685
C (-25.74, 5.10, -7.57)  0.9233
O (-26.88, 15.06, -10.42)  -0.6105
O (-22.83, 12.91, -4.83)  -0.4322
H (-22.02, 8.49, -6.48)  -0.1741
C (-28.04, 10.82, 1.93)  -0.4554
H (-19.78, 9.94, 0.03)  0.2256
H (-25.86, 5.80, -6.73)  -0.7000
H (-27.30, 9.42, -10.85)  0.3410
O (-27.69, 17.39, 0.69)  -0.5397
C (-21.94, 6.74, -3.48)  -0.6545
H (-27.18, 4.72, -4.49)  0.4373
H (-27.07, 17.50, -10.25)  0.3441
C (-29.12, 11.46, 1.06)  -0.5319
C (-20.74, 12.00, -5.98)  -0.4938
O (-28.98, 11.13, -0.28)  0.1098
H (-25.03, 16.23, -10.29)  0.2538
O (-24.68, 2.56, -2.49)  -0.7016
H (-21.27, 6.04, -2.99)  0.2482
O (-32.48, 9.64, -2.63)  -0.6445
C (-26.21, 7.60, -0.37)  -0.5652
C (-26.50, 15.27, 1.52)  -0.3362
O (-25.35, 5.79, -8.78)  -0.6259
C (-29.30, 8.06, -6.28)  -0.1607
C (-22.54, 7.97, -7.29)  -0.1130
H (-25.87, 14.44, -5.67)  -0.5443
H (-20.72, 8.32, -4.37)  0.6161
H (-22.06, 6.97, -7.22)  0.2123
H (-27.41, 9.86, -6.61)  0.1943
H (-28.43, 16.21, 2.16)  0.2392
C (-27.00, 15.68, -9.15)  0.5451
H (-18.32, 10.09, 2.07)  0.3824
O (-22.30, 7.15, -0.07)  0.2804
O (-26.93, 14.48, 0.36)  -0.1414
C (-21.16, 15.75, -7.62)  -0.5500
H (-27.73, 17.00, -0.20)  0.3473
H (-22.25, 2.07, -2.09)  0.2597
H (-23.74, 8.87, -10.91)  0.3960
O (-23.03, 7.84, -9.64)  -0.6749
O (-23.97, 7.95, -7.01)  1.3880
H (-22.70, 14.64, -7.10)  0.2701
O (-27.48, 8.21, -0.13)  -0.2307
H (-30.08, 14.57, -3.79)  0.3318
H (-31.18, 10.27, -1.16)  0.0899
H (-28.02, 15.74, -8.76)  0.2029
H (-26.10, 11.26, -5.57)  -0.5098
H (-28.21, 13.15, -7.74)  -0.0204
O (-31.02, 13.54, -7.58)  -0.5365
H (-20.66, 13.00, -6.44)  -0.0449
O (-21.07, 8.71, -2.35)  -0.6396
H (-24.04, 10.71, -7.61)  -1.4956
H (-29.19, 8.70, -5.41)  -0.1524
O (-27.07, 3.97, -2.55)  -0.6211
H (-21.23, 8.53, -8.89)  0.5536
H (-23.89, 9.28, 0.83)  0.0997
C (-26.50, 17.07, -9.41)  -0.7649
H (-32.35, 8.17, -0.62)  0.4040
H (-26.22, 11.02, 1.19)  0.2223
H (-25.93, 13.34, -3.54)  -0.5618
O (-29.24, 5.68, -3.43)  -0.6347
H (-24.73, 7.90, -5.34)  -1.0901
O (-26.84, 11.52, 1.73)  -0.4807
O (-24.85, 9.23, 0.78)  -0.3492
C (-24.79, 9.41, -3.99)  1.5376
H (-25.74, 10.05, -12.46)  0.4587
H (-22.61, 9.64, -8.75)  -0.3338
H (-25.58, 16.04, -4.82)  0.3433
O (-28.27, 12.50, -9.74)  -0.4880
H (-21.78, 9.25, -2.02)  -0.1766
C (-22.11, 11.62, -1.16)  -0.0983
H (-28.89, 11.91, -10.16)  0.2947
H (-22.73, 1.65, -3.76)  0.3911
H (-31.06, 12.23, -2.75)  -0.0481
H (-32.51, 10.57, -2.87)  0.3545
H (-21.15, 6.72, 1.53)  0.5063
C (-26.07, 15.05, -4.78)  -0.1618
H (-28.20, 10.96, 3.00)  0.4204
C (-29.23, 12.45, -3.79)  0.1562
H (-22.83, 13.77, -8.76)  0.2471
O (-21.32, 10.96, -6.81)  -0.3951
H (-25.84, 8.04, -1.30)  -0.2627
H (-25.47, 15.56, 1.43)  0.3032
H (-30.38, 9.59, -2.53)  -0.2739
H (-22.79, 6.89, -9.62)  0.3503
H (-26.87, 13.56, 0.68)  0.0064
O (-25.08, 12.22, -6.52)  0.5209
H (-26.41, 6.57, -0.60)  0.6458
H (-26.46, 15.20, -8.32)  -0.2423
O (-23.11, 6.60, -2.65)  0.3727
O (-23.62, 3.88, -7.04)  -0.4765
H (-20.60, 14.90, -8.02)  0.2668
C (-25.22, 7.83, 0.76)  0.3004
H (-25.54, 2.99, -2.51)  0.4501
C (-25.33, 9.34, -11.71)  -1.1456
H (-22.23, 5.43, 1.16)  0.2972
H (-29.41, 7.02, -5.93)  0.4150
H (-25.56, 3.39, -6.32)  0.1320
O (-23.07, 10.64, -1.49)  0.7104
C (-31.30, 9.45, -1.91)  0.7210
H (-25.71, 11.00, -8.05)  -1.0039
C (-30.72, 12.76, -3.64)  -0.1364
C (-21.48, 8.18, -3.60)  0.8536
C (-28.05, 8.12, -7.20)  -0.1647
H (-26.88, 9.41, -3.41)  -0.0859
H (-28.25, 7.55, -8.11)  0.4850
O (-27.44, 15.05, -4.53)  -0.4198
H (-29.95, 6.14, -2.94)  0.4202
O (-25.13, 17.06, -9.77)  -0.6201
O (-22.09, 15.24, -6.63)  -0.5031
H (-26.48, 17.73, -8.53)  0.3526
H (-22.63, 13.71, -5.32)  0.0522
H (-25.23, 3.02, -8.01)  0.4869
H (-19.70, 8.50, 0.88)  0.2786
H (-21.34, 16.86, -9.47)  0.3577
H (-24.31, 7.78, -7.90)  -0.5407
H (-28.66, 12.36, -1.93)  -0.1415
H (-22.12, 6.36, -4.48)  0.4331
O (-23.06, 13.00, -8.28)  -0.4711
O (-30.84, 14.14, -3.38)  -0.6161
H (-21.29, 11.69, -1.89)  0.5249
H (-25.94, 5.42, -3.48)  -0.4341
C (-22.00, 16.49, -8.67)  -0.6174
H (-27.80, 7.69, 0.63)  0.2558
O (-31.50, 6.93, -2.09)  -0.5660
H (-21.63, 11.38, -7.60)  0.1857
H (-28.85, 12.95, -4.68)  0.2053
H (-28.54, 10.25, -0.33)  0.0162
H (-30.51, 7.86, -0.65)  0.1967
H (-29.97, 14.59, -8.93)  0.1938
H (-23.23, 13.24, -2.10)  -0.5180
H (-20.75, 9.69, 3.34)  0.3196
C (-22.31, 8.58, -8.69)  -0.3356
O (-27.74, 9.50, -7.46)  -0.2711
H (-29.24, 12.54, 1.22)  0.3891
H (-23.83, 7.10, -3.06)  -0.6079
H (-19.75, 11.20, 2.12)  0.3051

## Properties
relative energy (zero: lowest compared OMol25 entry of this formula, charge and spin): 1.194 eV
highest occupied orbital energy: -9.652 eV
E_LUMO: 0.22 eV
total charge: 0
2S+1: 1